Formula: CH12NaO9
Source: the Open Molecules 2025 dataset
Level of theory: the ωB97M-V functional and the def2-TZVPD basis

Geometry (Å):
Na -18.55366 13.52022 2.72599
C -21.36281 13.89209 2.79238
O -20.59207 14.97714 2.75971
O -22.45106 13.85041 2.14243
O -20.88096 12.86915 3.45221
O -16.63362 14.36809 1.53602
H -16.59358 15.11399 0.92943
H -15.73890 14.01685 1.59149
O -19.02816 11.61574 0.89891
H -19.49762 10.85766 1.25972
H -19.65782 12.03207 0.30015
O -19.42565 15.48606 0.34204
H -19.83131 14.80719 -0.20193
H -19.93828 15.45185 1.20109
O -18.92378 14.25597 4.98170
H -18.84839 14.75367 5.79834
H -19.79299 14.51206 4.56981
O -15.39254 12.67561 3.96868
H -14.83819 12.21671 4.60483
H -16.23086 12.18277 3.96938
O -17.92929 11.45057 4.03648
H -18.20282 11.64376 4.94265
H -18.55064 10.78787 3.71922

Summary:
Kohn-Sham gap in eV: 4.68
2S+1: 1
Total charge: -1
HOMO in eV: -2.61
LUMO level in eV: 2.07
Relative energy (zero: lowest compared OMol25 entry of this formula, charge and spin) in kcal per mole: 23.1

Formula: C3H4N4O
Source: the Open Molecules 2025 dataset
Level of theory: the ωB97M-V functional and the def2-TZVPD basis

Geometry (Å):
C 1.93902 0.12557 -0.00060
C -0.13977 -0.33272 0.22954
C -1.73088 1.02090 -0.17498
H 3.82765 0.91318 0.25212
H 1.48465 1.30295 0.08636
H -2.27474 1.84421 -0.21504
H -3.09040 -0.49831 0.61312
N 3.27327 -0.02226 -0.11716
N 0.97538 -0.77544 -0.16974
N -0.48926 1.15989 0.23727
N -2.40086 -0.28419 -0.30242
O -1.23338 -1.12381 0.17551

Summary:
Kohn-Sham gap in eV: 8.64
2S+1: 1
SMILES: [H]/N=C/N=c1\nc[nH]o1
HOMO in eV: -9.05
LUMO level in eV: -0.41
Relative energy (zero: lowest compared OMol25 entry of this formula, charge and spin) in kcal per mole: 130.5

Formula: C3H6
Source: the Open Molecules 2025 dataset
Level of theory: the ωB97M-V functional and the def2-TZVPD basis

Geometry (Å):
C -0.11641 -0.34624 -0.69589
C -0.43796 0.76534 0.13943
C 0.60971 -0.26606 0.62176
H 0.68621 -0.28990 -1.47081
H -0.99891 -1.00576 -0.92702
H -1.41258 0.49064 0.65668
H -0.11059 1.83037 -0.13981
H 1.67719 -0.08854 0.51967
H 0.10334 -1.08984 1.29599

Summary:
Kohn-Sham gap in eV: 11.41
2S+1: 1
SMILES: C1CC1
HOMO in eV: -10.08
LUMO level in eV: 1.33
Relative energy (zero: lowest compared OMol25 entry of this formula, charge and spin) in kcal per mole: 26.9

Formula: C5H10O
Source: the Open Molecules 2025 dataset
Level of theory: the ωB97M-V functional and the def2-TZVPD basis

Geometry (Å):
C 0.51929 -1.67322 0.21413
C 0.49612 -0.42243 -0.66793
C 0.06983 0.79822 0.17263
C -1.43131 1.02880 0.27621
C 0.97813 1.54678 0.84825
H -0.43971 -1.80814 0.73102
H 0.60075 -2.61305 -0.37749
H 1.38009 -1.56761 0.90526
H 1.45213 -0.18274 -1.15274
H -0.37955 -1.43377 -2.18823
H -1.95253 0.18105 0.68101
H -1.66841 1.97283 0.77650
H -1.77827 1.14645 -0.75139
H 0.63982 2.30139 1.56253
H 2.04546 1.32040 0.64543
O -0.53184 -0.59496 -1.67517

Summary:
Kohn-Sham gap in eV: 10.14
2S+1: 1
SMILES: C=C(C)[C@@H](C)O
HOMO in eV: -9.25
LUMO level in eV: 0.90
Relative energy (zero: lowest compared OMol25 entry of this formula, charge and spin) in kcal per mole: 24.2

Formula: C46H53Cl3N5OS3Si2W
Source: the Open Molecules 2025 dataset
Level of theory: the ωB97M-V functional and the def2-TZVPD basis

Geometry (Å):
W -0.21606 -0.75594 -0.36464
C 0.67342 1.04790 3.03637
Si 1.60317 -0.55899 2.73922
C 3.43539 -0.30491 2.95739
C 0.97385 -1.92554 3.83526
C 1.24263 -1.12316 0.97248
C 1.57284 -2.47528 0.52864
C 2.65484 -3.30525 0.78499
C 2.64201 -4.58482 0.25026
C 1.57538 -5.00740 -0.53658
C 0.55742 -4.11100 -0.80318
N 0.57211 -2.88336 -0.28796
Si 0.86669 -0.99789 -2.66535
C 0.30865 -2.49988 -3.63227
C 2.72854 -1.02862 -2.42928
C 0.41150 0.49989 -3.72060
H 0.31809 1.09612 4.06979
H -0.19916 1.14453 2.38674
H 1.31660 1.92073 2.88717
H 3.62112 0.31981 3.83621
H 3.88786 0.18687 2.09337
H 3.95436 -1.25277 3.11903
H 1.01230 -1.62690 4.88584
H 1.58707 -2.82298 3.72431
H -0.05892 -2.18812 3.59595
H 3.47385 -2.95547 1.39940
H 3.45984 -5.26411 0.45585
H 1.52811 -6.01252 -0.92966
H -0.29049 -4.38499 -1.41765
H 0.75113 -3.42335 -3.25809
H 0.62257 -2.39137 -4.67460
H -0.77832 -2.61289 -3.63008
H 3.05110 -1.98959 -2.02091
H 3.05314 -0.24228 -1.74546
H 3.24078 -0.89133 -3.38830
H -0.65193 0.74901 -3.66707
H 0.63247 0.26825 -4.76774
H 0.98681 1.38427 -3.43455
S -2.23197 0.70489 0.06246
C -3.66442 -0.19013 -0.10869
N -4.82722 0.39598 -0.13039
C -6.04487 -0.41350 -0.32594
C -5.89487 -1.71988 0.39595
N -4.66905 -2.39510 -0.06490
C -4.70202 -3.88124 -0.06703
C -5.23705 -4.39852 1.24359
C -6.47442 -5.02574 1.30491
C -6.96229 -5.48357 2.52262
C -6.21695 -5.30561 3.67820
C -4.97728 -4.67820 3.62008
C -4.48740 -4.22727 2.40526
C -3.58835 -1.68737 -0.26030
S -2.08994 -2.36479 -0.63989
C -4.98591 1.86512 -0.02210
C -4.89867 2.33920 1.41248
C -3.90892 3.23932 1.78489
C -3.83850 3.69811 3.09312
C -4.74995 3.24857 4.03668
C -5.74304 2.34938 3.66884
C -5.82018 1.90095 2.35969
H -6.20324 -0.55278 -1.39836
H -6.89352 0.13279 0.07538
H -6.74535 -2.36730 0.19841
H -5.83099 -1.56951 1.47584
H -3.69455 -4.23808 -0.25154
H -5.33676 -4.19231 -0.89775
H -7.05390 -5.17616 0.39995
H -7.92105 -5.98268 2.56526
H -6.59707 -5.66259 4.62607
H -4.39009 -4.55492 4.52045
H -3.51127 -3.75260 2.35683
H -5.95458 2.10163 -0.45956
H -4.20935 2.33666 -0.62207
H -3.19764 3.59345 1.04701
H -3.07479 4.41144 3.37380
H -4.69659 3.60708 5.05605
H -6.46866 2.01250 4.39718
H -6.62391 1.22616 2.08246
Cl 7.91719 -0.96142 0.88372
C 6.86431 0.31907 0.42582
C 6.14019 0.23550 -0.75167
C 5.30498 1.28147 -1.10971
C 5.15166 2.40707 -0.30400
C 4.31762 3.59315 -0.75703
C 3.04152 3.83508 0.07913
N 1.89274 3.01647 -0.31504
C 0.78597 3.45837 -1.00185
C -0.02469 2.38559 -1.15468
N 0.55764 1.28493 -0.53854
C 1.71903 1.71506 -0.05543
O 4.00596 3.45706 -2.14786
C 4.47263 4.55611 -2.91506
C 4.48388 4.14398 -4.36016
C 3.41395 4.31463 -5.28933
Cl 1.96968 5.05892 -4.98252
S 3.75469 3.70884 -6.87805
C 5.29428 3.23737 -6.34263
C 5.54417 3.53302 -4.98145
C 5.89087 2.45451 0.87807
Cl 5.84529 3.85949 1.89905
C 6.74640 1.43026 1.24446
H 6.24127 -0.63309 -1.38847
H 4.75391 1.22717 -2.03807
H 4.93962 4.48420 -0.63455
H 2.74165 4.87720 -0.00947
H 3.24840 3.63703 1.12650
H 0.67157 4.48116 -1.31817
H -0.97724 2.33535 -1.64694
H 2.44115 1.10390 0.45915
H 5.50314 4.79459 -2.63718
H 3.85970 5.45001 -2.76463
H 5.97653 2.76190 -7.03733
H 6.48340 3.31076 -4.49197
H 7.32276 1.50524 2.15658

Summary:
Kohn-Sham gap (alpha / beta) in eV: 5.58 / 3.18
2S+1: 3
Total charge: +3
Expectation value of S²: 2.152
HOMO (alpha / beta) in eV: -13.93 / -13.95
LUMO level (alpha / beta) in eV: -8.35 / -10.76
Relative energy (zero: lowest compared OMol25 entry of this formula, charge and spin) in kcal per mole: 40.5

Formula: C8H10N2O2
Source: the Open Molecules 2025 dataset
Level of theory: the ωB97M-V functional and the def2-TZVPD basis

Geometry (Å):
C 0.32879 -2.99736 0.68098
C 0.22366 -2.09093 1.67928
C 0.21850 -2.49882 -0.61930
C 0.05462 -0.75689 1.36441
C 0.01857 -1.11575 -0.93257
C 0.00824 -0.21938 0.10879
C -1.12727 1.47381 -1.36134
C -0.22915 1.29610 -0.10746
N -0.70658 1.96451 0.98083
N 1.49214 1.87057 -0.57033
O 1.93690 2.53452 0.29264
O 1.96494 1.41972 -1.57898
H 0.42840 -4.08275 1.01913
H 0.20423 -2.52193 2.65396
H 0.21372 -3.17776 -1.48560
H -0.02883 0.13735 2.12416
H 0.10276 -0.75249 -1.98563
H -1.94787 0.82460 -1.38889
H -0.62372 1.37901 -2.31985
H -1.43330 2.57414 -1.35237
H -0.79612 3.01237 0.92103
H -0.30263 1.72737 1.87712

Summary:
Kohn-Sham gap in eV: 9.79
2S+1: 1
HOMO in eV: -9.02
LUMO level in eV: 0.77
Relative energy (zero: lowest compared OMol25 entry of this formula, charge and spin) in kcal per mole: 103.3